Entry 1:
Molecular formula: C10H14N2OS
Method: DFT, wB97M-V/def2-TZVPD

CARTESIAN COORDINATES (ANGSTROEM)
C: 2.06986 0.10822 0.77262
C: -0.29845 1.02217 0.13655
C: 2.86806 1.17395 -1.32234
C: -0.44925 2.52040 -1.69983
C: 0.69681 3.21353 -1.08239
C: 0.99994 -1.01040 0.59851
C: -0.40570 -0.38710 0.75362
C: 1.25297 -1.68517 -0.70280
C: -0.75972 -0.13579 2.21677
C: -1.70966 0.38026 -1.81441
N: 2.54909 0.69208 -0.23175
N: -0.70804 1.21798 -1.09365
O: -1.09887 2.77054 -2.67718
S: 2.27982 2.55390 -2.03971
H: 2.39280 0.31245 1.88192
H: 0.90747 4.26201 -1.28313
H: 0.82587 2.89004 -0.15101
H: 1.20361 -1.59900 1.62078
H: -1.06790 -1.02044 0.27653
H: 2.21774 -2.01359 -0.68562
H: 1.00518 -1.12786 -1.54350
H: 0.61517 -2.55243 -0.96667
H: -1.22314 -1.05840 2.50307
H: -1.27539 0.70228 2.53493
H: 0.19743 0.00999 2.80060
H: -2.48332 -0.00822 -1.25149
H: -2.29433 0.77976 -2.63785
H: -1.03910 -0.35252 -2.21718

Computed properties:
HOMO energy in eV: -7.758
Orbital gap in eV: 8.2
Energy above the lowest of the compared OMol25 structures with the same formula, charge and spin in kcal per mole: 150.9
Total charge: 0

Entry 2:
Molecular formula: C10H14N2PW
Method: DFT, wB97M-V/def2-TZVPD

CARTESIAN COORDINATES (ANGSTROEM)
C: 0.48253 0.54152 -3.33390
C: -0.60311 -0.33712 -3.67384
C: -0.34992 -1.54329 -2.93329
C: 1.04067 -1.64110 -2.69082
C: 1.51905 -0.29508 -2.69520
W: 1.12691 1.78511 0.50967
P: -0.11940 3.33074 -0.76617
H: 0.55532 1.62308 -3.48877
H: -1.57009 -0.06848 -4.09643
H: -1.04452 -2.37478 -2.88571
H: 2.46221 0.07036 -2.28346
H: 1.56609 -2.54193 -2.38641
H: -1.38638 3.78251 -0.23110
H: -0.44512 3.49675 -2.18881
H: 0.59315 4.61899 -0.69708
N: -0.68859 -1.73924 4.41398
C: -0.48374 -1.12486 3.21166
C: -0.23146 -1.85485 2.02953
C: 0.05532 -1.23452 0.80418
N: 0.35612 0.10866 0.78484
C: -0.00030 0.87514 1.98608
C: -0.46531 0.30707 3.13754
H: -0.71471 -2.74225 4.56044
H: -0.81496 -1.18269 5.24734
H: -0.33503 -2.94153 2.07112
H: 0.13263 -1.81444 -0.12260
H: -0.00818 2.01075 1.66304
H: -0.62919 0.88549 4.05417

Computed properties:
HOMO energy (alpha / beta) in eV: -10.535 / -10.055
Orbital gap (alpha / beta) in eV: 6.5 / 5.6
Energy above the lowest of the compared OMol25 structures with the same formula, charge and spin in kcal per mole: 22.9
2S+1: 3
Total charge: +1

Entry 3:
Molecular formula: C10H14N3O
Method: DFT, wB97M-V/def2-TZVPD

CARTESIAN COORDINATES (ANGSTROEM)
C: -3.47076 0.22220 -0.19751
C: -2.61158 -0.22598 -1.32160
C: -2.94670 0.48697 1.00505
C: -1.24511 -0.24638 -1.30727
C: -1.44476 0.53379 1.22840
C: 1.69513 -0.58461 -1.00058
C: 1.45133 0.55792 1.18459
C: 2.84388 0.43827 -1.33474
C: 2.62753 1.54309 0.77110
C: -0.52950 -0.00527 -0.18757
N: -1.83592 -4.16565 0.91075
N: -1.77625 -5.18566 0.52174
N: 0.74241 -0.03037 -0.03418
O: 3.47597 0.90834 -0.15795
H: -4.51300 0.40968 -0.26860
H: -3.21429 -0.44017 -2.14277
H: -3.67970 0.93970 1.80417
H: -0.83809 -0.55490 -2.21670
H: -1.22147 1.59671 1.48185
H: -0.97080 -0.07116 2.08968
H: 1.18053 -0.79317 -1.94055
H: 2.13097 -1.42978 -0.59169
H: 1.82163 -0.35120 1.68154
H: 0.73390 1.04790 1.80886
H: 3.75719 -0.05200 -1.80576
H: 2.54831 1.29790 -2.01743
H: 2.13176 2.38175 0.26760
H: 3.15738 1.77209 1.76958

Computed properties:
HOMO energy in eV: -13.010
Orbital gap in eV: 8.2
Energy above the lowest of the compared OMol25 structures with the same formula, charge and spin in kcal per mole: 49.7
Total charge: +1

Entry 4:
Molecular formula: C10H14N3O
Method: DFT, wB97M-V/def2-TZVPD

CARTESIAN COORDINATES (ANGSTROEM)
C: 1.11031 1.46460 1.66166
N: 0.66471 1.99235 0.31615
N: 0.30193 1.06603 -0.73951
C: 1.24894 0.10176 -1.34818
N: 1.37032 -1.10676 -0.59099
C: 2.72599 -1.59588 -0.42403
C: 0.39833 -1.67297 0.11419
O: 0.65024 -2.60983 0.81689
C: -0.90589 -0.95789 -0.03487
C: -2.12214 -1.56884 0.24548
C: -3.29693 -0.82383 0.12230
C: -3.33919 0.52858 -0.19787
C: -2.12742 1.17030 -0.38965
C: -0.90063 0.40260 -0.40960
H: 0.31293 1.87469 2.35012
H: 0.80269 0.36653 1.74201
H: 2.10781 1.72846 1.99673
H: -0.10671 2.68069 0.18223
H: 1.47365 2.54601 -0.18387
H: 0.88112 -0.22688 -2.42552
H: 2.32117 0.55684 -1.56164
H: 3.31275 -0.81789 0.13193
H: 2.68827 -2.47637 0.22052
H: 3.16817 -1.75569 -1.42850
H: -2.04870 -2.52187 0.70003
H: -4.25035 -1.46371 0.31415
H: -4.29470 0.93025 -0.34489
H: -2.14667 2.18872 -0.83526

Computed properties:
HOMO energy in eV: -12.863
Orbital gap in eV: 9.4
Energy above the lowest of the compared OMol25 structures with the same formula, charge and spin in kcal per mole: 63.2
Total charge: +1
SMILES string: C[NH2+]N1CN(C)C(=O)c2ccccc21

Entry 5:
Molecular formula: C10H14N3O2
Method: DFT, wB97M-V/def2-TZVPD

CARTESIAN COORDINATES (ANGSTROEM)
C: -1.15014 3.39138 -0.16515
N: -1.51928 2.16710 -0.05308
C: -0.80271 1.06620 0.05138
C: 0.96191 1.07361 -0.15464
O: 1.53057 2.30592 -0.28083
C: 2.89700 2.25503 -0.10283
C: 3.19470 0.69469 0.00204
O: 4.21706 0.12548 0.33674
C: 1.84357 0.03038 -0.11884
N: 1.53872 -1.23695 -0.11804
C: 2.47376 -2.25440 -0.14926
N: -1.44859 -0.18305 0.04638
C: -1.13647 -1.09732 1.11322
C: -1.79933 -0.82220 -1.21968
C: -2.87534 -0.20776 -0.45846
H: -1.89893 4.15049 0.00333
H: -0.30874 3.77260 -0.67836
H: 3.27329 2.95025 0.70836
H: 3.44290 2.72128 -0.96680
H: 1.94278 -3.11450 0.31427
H: 3.49230 -1.93568 0.21822
H: 2.85947 -2.57583 -1.10226
H: -1.92335 -1.71379 1.56507
H: -0.34316 -1.72785 0.91684
H: -0.68179 -0.40772 1.77198
H: -1.66651 -1.96488 -1.26904
H: -1.59911 -0.43550 -2.11982
H: -3.21723 0.67141 -0.77188
H: -3.42832 -0.79411 0.36648

Computed properties:
HOMO energy (alpha / beta) in eV: -11.583 / -12.204
Orbital gap (alpha / beta) in eV: 6.6 / 7.8
Energy above the lowest of the compared OMol25 structures with the same formula, charge and spin in kcal per mole: 154.8
Total charge: +1
SMILES string: C=N/C(=C1\OCC(=O)\C1=N/C)[N+]1(C)CC1

Entry 6:
Molecular formula: C10H14N4O
Method: DFT, wB97M-V/def2-TZVPD

CARTESIAN COORDINATES (ANGSTROEM)
C: 1.01646 -4.24898 1.71400
C: 0.22809 -4.14331 0.82184
C: -0.70887 -3.95078 -0.27809
C: -1.17679 -2.51685 -0.33759
N: -1.61391 -1.96524 0.79295
N: -2.00369 -0.71335 0.73597
C: -1.92497 -0.09618 -0.44703
C: -2.26862 1.35341 -0.47279
C: -1.16634 2.21935 0.21232
C: 0.24470 1.65635 0.07536
C: 1.32659 2.69666 0.42062
O: 2.38452 2.71991 -0.51422
C: 3.19624 1.57379 -0.44869
N: -1.53628 -0.66509 -1.58350
N: -1.14722 -1.92819 -1.52466
H: 1.59749 -4.12241 2.59689
H: -1.56917 -4.60654 -0.14531
H: -0.23668 -4.20830 -1.22058
H: -2.35607 1.67652 -1.50284
H: -3.20178 1.50181 0.05988
H: -1.42659 2.39842 1.25155
H: -1.15934 3.18273 -0.29342
H: 0.39924 0.78416 0.70561
H: 0.40105 1.40065 -0.97188
H: 0.90095 3.69789 0.41194
H: 1.71080 2.52384 1.43038
H: 3.61902 1.43518 0.54949
H: 2.66784 0.66942 -0.75549
H: 4.02284 1.71422 -1.13986

Computed properties:
HOMO energy in eV: -9.527
Orbital gap in eV: 8.7
Energy above the lowest of the compared OMol25 structures with the same formula, charge and spin in kcal per mole: 77.4
Total charge: 0
SMILES string: C#CCc1nnc(CCCCOC)nn1

Entry 7:
Molecular formula: C10H14NO2
Method: DFT, wB97M-V/def2-TZVPD

CARTESIAN COORDINATES (ANGSTROEM)
C: -2.39357 1.92738 -0.37193
C: -2.42933 0.73133 -0.19475
C: 0.22440 -2.03421 -0.42441
C: -3.50872 -1.66896 -0.13446
C: -3.06158 -1.49581 1.21685
C: -2.78824 -0.59773 -0.00596
C: 2.56946 -0.28592 -0.05846
C: 0.99643 1.27585 -1.31529
C: 0.52347 0.75624 1.14812
C: 1.02582 0.19462 -0.23517
N: 0.21588 -0.82467 -0.84900
O: -0.58389 -2.84102 -1.31500
O: 0.71321 -2.62090 0.55298
H: -2.41556 2.94577 -0.19968
H: -0.50967 -2.22499 -2.12564
H: -3.89083 -2.46299 -0.89819
H: -3.63700 -1.04160 2.03674
H: -2.20328 -2.06121 1.54386
H: 3.00451 -0.58205 -1.09490
H: 2.97105 0.41747 0.65895
H: 2.58860 -1.23488 0.46206
H: 0.92687 2.21621 -0.82612
H: 0.05710 1.35028 -1.97600
H: 1.80515 1.04148 -2.01831
H: -0.08261 0.04664 1.70303
H: 1.43870 0.99479 1.85440
H: -0.02313 1.80605 1.02510

Computed properties:
HOMO energy (alpha / beta) in eV: -2.295 / -3.771
Orbital gap (alpha / beta) in eV: 5.9 / 4.9
2S+1: 3
Total charge: -1

Entry 8:
Molecular formula: C10H14NO3
Method: DFT, wB97M-V/def2-TZVPD

CARTESIAN COORDINATES (ANGSTROEM)
C: -4.02186 0.96606 1.37795
C: -3.14560 -0.07663 1.36036
C: -3.43825 1.42713 -0.83834
C: -1.50829 -1.56247 0.12978
C: -4.24516 1.72919 0.25161
C: -2.45634 -0.32901 0.11180
C: 2.20050 0.03566 1.00955
C: 2.73673 -1.65723 -0.84971
C: 3.56651 0.79229 -0.99542
C: 2.40108 -0.12649 -0.52564
N: -2.59214 0.42768 -0.96181
O: -2.09174 -2.65629 0.13783
O: -0.27128 -1.38162 0.27670
O: 1.23844 0.24934 -1.24846
H: -4.36805 1.13316 2.44667
H: -2.96008 -0.69091 2.23130
H: -3.51503 2.24936 -1.56019
H: -4.89291 2.64680 0.28007
H: 0.45299 -0.21728 -0.62608
H: 3.11966 -0.24887 1.67471
H: 1.84050 1.04334 1.06236
H: 1.45102 -0.67311 1.28860
H: 3.24278 -1.68077 -1.81686
H: 2.03127 -2.44095 -0.64759
H: 3.54641 -1.93208 -0.07481
H: 3.41784 1.02655 -2.05398
H: 3.73172 1.72887 -0.41875
H: 4.52929 0.21827 -1.02164

Computed properties:
HOMO energy in eV: -5.067
Orbital gap in eV: 8.4
Energy above the lowest of the compared OMol25 structures with the same formula, charge and spin in kcal per mole: 0.0
Total charge: -1